Entry 1:
C29H48FO14P | ωB97M-V/def2-TZVPD

Structure (XYZ):
```
93
Properties=species:S:1:pos:R:3:forces:R:3:lowdin_charge:R:1
C 0.637200 2.539303 -3.776483 -0.155 -0.231 -1.737 -0.15
O 4.081876 -1.244760 -1.820531 -0.922 -3.349 1.748 -0.12
H -0.651679 -1.713081 -2.850614 0.456 1.169 -1.839 0.08
O -1.900069 3.316716 4.359117 -0.636 -0.513 1.063 0.08
H 0.824093 -0.771981 -3.613053 -2.288 -0.980 -0.305 0.10
O -1.093475 -0.103079 -4.340301 -0.772 -0.999 1.980 -0.24
O 2.244020 -8.404101 -1.739064 -1.571 1.498 1.648 0.13
C -1.063342 0.978332 -0.787743 1.127 -0.516 -0.961 -0.20
C 0.192197 2.717843 -5.379042 0.625 0.379 0.011 -0.13
H 1.471736 3.364075 -3.606079 -1.960 -1.888 0.101 0.13
H 1.324632 -1.026538 1.165450 -0.576 2.287 -1.371 0.11
H -0.086005 -2.078063 -4.623489 -0.796 2.171 1.417 0.12
O 0.871168 -6.607064 -1.375220 0.766 -1.026 0.040 0.08
H -2.490011 -0.550052 -2.717938 0.872 1.827 -1.300 0.14
H -0.846214 5.051726 4.569881 0.039 -0.125 0.120 0.16
H -1.073530 -4.559908 0.435982 0.065 -0.091 -0.086 0.09
H 0.659270 -4.282623 0.196632 -0.111 -0.101 -0.115 0.07
H 5.321656 -4.078147 -1.382633 -2.243 0.423 -1.524 0.10
C -0.221964 -4.788910 -0.211940 0.166 0.261 -0.069 -0.02
C -0.411393 -1.992471 3.416290 2.254 -0.946 -0.196 -0.51
H 0.718246 3.697640 -5.801533 -1.163 -2.318 0.758 0.13
H 3.936815 -1.237998 0.408995 0.189 1.345 -2.063 0.14
C 3.498037 -2.584861 -1.657159 -5.376 -0.529 1.624 -0.28
H -0.401885 -4.358173 -1.202022 -0.084 -0.140 0.139 0.09
P -1.405167 4.448951 -3.160742 1.102 1.079 -1.058 0.91
O 2.234523 -2.714666 -1.235170 7.567 1.097 -2.369 -0.04
C -1.621207 5.546755 -1.614555 -0.772 0.903 0.612 -0.32
O -1.145714 3.147025 6.476330 -1.086 -0.244 -0.301 0.06
H -0.965977 2.831980 -5.516440 2.295 -0.591 0.146 0.10
H -2.603021 6.200796 -1.795361 1.981 -1.546 0.522 0.06
C 3.372003 0.897150 -0.496370 1.146 0.423 0.564 -0.16
C -2.086172 0.366073 -3.368573 -0.521 -0.571 0.468 -0.16
H 2.085504 2.175796 0.993392 0.411 -2.545 -0.851 0.10
C -3.178208 -1.230890 5.460831 -0.059 -0.165 0.233 -0.01
F 0.680134 1.571946 -6.215617 -1.048 2.355 1.868 -0.15
C -0.026501 3.352701 5.635619 0.814 0.420 0.264 -0.11
H -0.485162 3.893072 2.267700 0.129 0.122 0.137 0.08
C -0.648864 3.982234 4.423279 1.069 0.306 -1.041 -0.35
H -2.842523 5.069317 -5.131672 -0.191 -1.650 1.991 0.06
C 0.254045 0.007461 -0.689391 -0.847 -1.336 -0.547 -0.13
H -3.068080 -2.434456 3.063463 -0.051 0.078 0.202 0.14
O -0.599807 2.271725 -0.205393 1.056 0.539 -2.925 -0.09
C 0.729303 -6.859686 0.873571 -0.465 0.043 0.815 -0.11
H -0.956132 -6.798212 -0.486553 0.128 -0.076 0.100 0.16
H 2.992290 0.703754 1.741821 -1.296 0.654 -1.979 0.12
H -3.134593 -0.752589 2.473946 0.211 -0.111 -0.054 0.14
O 1.326308 -8.018014 0.322574 0.340 -0.164 -1.006 0.06
C -1.564559 1.490254 -2.300101 -2.149 0.480 0.344 -0.16
C 2.359113 1.034118 0.785110 0.574 -0.217 0.597 -0.21
H 0.277708 0.492624 1.543581 1.601 -0.935 -1.646 0.11
C 4.213169 -0.546717 -0.508597 0.512 1.053 0.876 -0.16
H 3.602946 -4.895970 -1.773208 1.410 2.218 -0.356 0.09
H -3.931764 4.701963 -3.631289 1.630 -1.058 -1.168 0.05
H -3.629403 -2.222460 5.346624 0.131 0.087 -0.065 0.09
H -3.046525 0.741300 -3.970370 2.383 -0.524 1.171 0.14
C -2.537207 -1.478192 3.031980 -0.739 0.486 -0.381 -0.11
H -2.726389 -1.203342 6.457460 -0.058 0.204 -0.189 0.09
H 4.536893 -4.036499 -3.174096 -0.251 0.352 2.441 0.10
H 0.554532 2.750303 3.105022 -0.084 0.090 0.042 0.08
H 0.985305 4.468170 3.093445 -0.152 -0.062 0.013 0.10
H 0.432240 2.380136 5.433298 0.025 0.088 -0.197 0.14
C -0.002737 -6.286105 -0.304791 -0.698 1.265 0.327 -0.35
C -2.988496 4.323060 -4.219271 -1.058 0.251 -0.360 -0.33
O -3.298195 2.532921 5.995381 2.345 0.861 -0.804 0.12
C -2.138712 -0.972448 4.388019 -1.208 0.285 0.877 -0.34
C 1.047330 0.051772 0.744290 -0.516 0.706 0.744 -0.17
H 0.058565 -7.119291 1.696667 0.187 -0.139 -0.118 0.14
O 0.703132 -2.458211 3.244602 -2.410 1.017 0.325 0.12
H 5.375554 -0.316878 -0.388572 -2.523 -0.443 -0.399 0.13
C 1.541275 -7.736515 -0.998097 1.467 -1.396 -1.568 -0.51
H -0.727615 6.337496 -1.609621 -1.883 -2.079 0.098 0.06
C -0.266101 -1.204063 -3.830477 1.904 -0.634 0.006 -0.11
C 0.133427 2.968307 -1.302843 3.669 2.714 2.504 -0.26
O 1.234096 3.679310 -1.014843 -7.314 -4.526 -1.916 -0.01
H 2.887977 1.136064 -1.540430 0.856 -0.736 2.120 0.11
H -0.142756 -1.110093 -0.819150 0.932 2.384 0.187 0.11
H -1.950254 0.413813 -0.226340 1.773 1.980 -0.878 0.17
H -1.695637 4.954469 -0.601692 0.099 1.334 -1.916 0.05
C 0.147817 3.766292 3.151688 -0.086 -0.140 -0.239 -0.01
C 4.315417 -3.982017 -2.015287 -0.130 0.319 -0.134 -0.01
C -2.212614 2.962651 5.641255 -2.135 -0.806 0.740 -0.51
O -1.284521 -1.688538 2.408870 0.916 -0.344 0.394 0.03
O -0.954245 -1.711972 4.638401 0.842 -0.433 -1.051 0.09
C -0.635090 2.747801 -2.772095 2.086 -1.128 2.718 -0.42
H 1.525945 -6.210085 1.248591 -0.155 0.161 -0.089 0.14
H 0.911382 0.222543 -1.633038 -0.921 -0.391 1.999 0.09
H -2.587115 2.042605 -2.022796 2.031 -1.214 -0.425 0.15
H 1.078849 1.459864 -3.670644 -0.801 2.075 -0.125 0.11
H -3.126118 3.244553 -4.663028 0.077 2.089 1.018 0.04
H 4.217514 1.726212 -0.344037 -1.925 -1.683 -0.365 0.12
H -1.870674 0.091519 4.368451 -0.068 -0.084 -0.141 0.15
H -3.979895 -0.487655 5.412770 0.202 -0.024 0.022 0.09
H 0.708077 4.004882 6.115020 -0.209 -0.136 0.096 0.15
```
Positions in Å, forces in eV/Å.

Its electronic energy is -71512.9470 eV. Its SMILES is COC[C@H]1[C@@H](CCCCCOC(C)=O)OC(=O)[C@]1(CCF)P(C)C.C[C@@H]1COC(=O)O1.C[C@@H]1COC(=O)O1.C[C@@H]1COC(=O)O1. As for the HOMO energy: -8.07 eV.



Entry 2:
C30H44Br2N2NiP2 | ωB97M-V/def2-TZVPD

Structure (XYZ):
```
81
Properties=species:S:1:pos:R:3:forces:R:3:lowdin_charge:R:1
H -0.601627 -1.165462 -4.584579 0.015 -0.254 0.120 0.05
C 0.612710 1.896866 -4.037684 0.065 0.303 0.142 -0.04
H -2.804996 1.338151 -1.053804 0.271 0.257 -0.062 0.10
H 4.398731 -0.740028 -3.423540 -0.152 -0.065 -0.011 0.08
C 1.662486 2.780942 -4.242537 0.078 -0.258 0.297 -0.11
C -3.607190 1.727331 -4.368323 -0.138 0.468 0.328 0.00
H 0.372151 -3.131780 -0.210963 -0.149 -0.063 -0.021 0.07
H 3.545102 -2.043191 1.410597 -0.239 0.142 0.247 0.08
C -0.800148 1.012255 3.351837 0.070 0.010 -0.348 -0.06
C -4.395370 3.011087 -2.475901 0.183 -0.249 -0.140 -0.01
C -1.352603 -4.448838 -0.119600 -0.009 -0.218 0.089 -0.11
C -0.723404 -3.053942 -0.191968 0.140 0.100 0.116 -0.38
H 1.444742 -0.762841 -2.437896 0.321 0.063 -0.013 0.04
C 3.404622 -1.195502 -3.364433 0.121 -0.298 -0.307 -0.12
C 1.845271 3.823673 -3.326448 -1.109 -0.006 -0.112 -0.73
H -4.130052 -2.941982 -0.190861 0.177 0.251 -0.176 0.07
C -0.702025 -2.250239 -4.451029 -0.058 0.006 -0.250 -0.12
C -4.049723 -2.185471 -0.984007 -0.059 -0.046 0.035 -0.12
C -0.403829 1.504458 1.036055 -0.606 -0.828 0.587 -0.13
C 3.665568 1.384947 -0.588810 0.735 -0.266 0.680 -0.35
C -0.283953 -2.732528 -3.061888 -0.163 -0.399 0.446 -0.36
Ni -0.710325 0.046427 -1.162913 -0.350 0.326 0.087 0.22
N -1.144856 0.422918 0.652158 -0.098 0.241 2.826 -0.03
C -2.564338 1.369975 -2.118257 -1.271 0.339 0.247 -0.06
C 2.022163 -0.699034 0.598505 -0.382 -0.757 -0.172 -0.38
H -0.424120 -3.822254 -2.978569 0.128 0.217 -0.155 0.09
H 5.260761 1.391968 -2.103699 -0.058 0.077 0.274 0.08
H 3.010905 -1.266316 -4.381732 0.021 0.032 0.137 0.09
H 0.784406 -2.535699 -2.903830 -0.200 -0.170 0.024 0.05
H -4.486874 2.339561 -6.249317 0.011 0.080 0.209 0.11
H -1.375245 -4.959400 -1.093198 0.027 0.136 0.308 0.08
H 2.971809 2.031163 -1.157815 0.084 -0.391 0.156 0.09
C -0.235460 1.835788 2.374772 -0.182 -0.157 -0.219 -0.02
C 2.765657 -1.355963 1.769783 0.217 -0.118 0.319 -0.11
H -4.430845 3.244898 -1.410123 0.074 -0.055 -0.283 0.11
P 3.137535 -0.362007 -0.788932 -0.666 2.230 -0.026 1.22
H 3.568568 1.612411 0.485903 0.033 0.017 -0.337 0.10
H -0.749055 -5.060190 0.563682 -0.242 0.058 -0.186 0.09
C -1.544821 -0.097182 2.961487 -0.410 -0.301 -0.060 -0.63
H 3.234302 -0.594335 2.407328 -0.036 -0.278 -0.177 0.09
Br 3.424339 4.788327 -3.368477 0.547 0.487 -0.066 0.84
P -1.192582 -2.003094 -1.619661 -0.274 -0.459 -1.237 0.96
H 0.917987 5.088662 -1.838726 -0.007 -0.289 -0.079 0.12
C -0.225916 3.277567 -2.227768 0.583 -0.047 -0.091 -0.03
H -0.994027 3.461370 -1.487148 -0.035 0.180 -0.011 0.12
C -1.773281 -0.343597 1.606100 1.110 1.044 -0.341 -0.13
H 2.066577 -1.933469 2.388190 0.181 0.208 -0.144 0.09
C 0.835315 4.167092 -2.414130 0.269 -0.401 -0.011 -0.09
H 3.531431 -2.210922 -2.971923 -0.041 0.126 -0.170 0.08
H 5.415948 2.635497 -0.844956 -0.083 -0.267 -0.122 0.09
H -2.374754 -4.411382 0.286684 0.350 -0.011 -0.246 0.08
H -3.164572 -2.006402 -2.951740 0.056 -0.168 0.253 0.08
H -3.038680 0.919795 -4.815824 0.056 0.086 0.042 0.10
H -5.746381 4.609778 -3.025077 0.229 -0.300 -0.174 0.12
H -2.408023 -1.175948 1.285981 0.290 0.450 -0.013 0.10
H 2.375881 2.641555 -5.055836 -0.192 0.011 0.244 0.12
Br -2.235974 -1.323782 4.253562 0.208 0.554 -0.533 0.81
C -5.129061 3.778107 -3.381522 0.024 -0.507 0.266 -0.12
H 1.216801 -1.360962 0.227688 0.362 0.370 0.157 0.04
H 0.354386 2.708131 2.627841 -0.089 -0.054 0.146 0.13
C -4.417623 2.526050 -5.178240 0.135 -0.337 0.771 -0.12
C -3.550642 1.975836 -2.964925 -0.410 0.611 -0.887 -0.22
H -1.737614 -2.522572 -4.691291 0.268 0.056 0.075 0.08
C -2.934635 -2.493411 -1.990630 0.145 0.056 -0.228 -0.35
C 2.475811 -0.370711 -2.470893 -0.224 -0.724 -0.135 -0.37
H -2.902309 -3.582446 -2.167155 0.021 0.391 -0.135 0.09
C 5.121316 1.595398 -1.032745 0.262 0.210 -0.065 -0.13
H -0.660374 1.216132 4.402874 0.053 0.046 0.064 0.12
N -5.149244 3.529499 -4.689933 -0.024 0.246 -0.244 0.07
H 0.090221 2.074254 0.238903 -0.265 -0.144 0.285 0.11
H 1.578989 0.262419 0.903182 0.213 -0.318 -0.250 0.06
H 2.411247 0.665353 -2.815896 0.119 -0.073 0.235 0.06
H 0.468230 1.043963 -4.696674 0.081 0.107 0.057 0.12
H -1.279496 0.252624 -3.440277 -0.414 0.734 -0.356 0.06
H -0.979712 -2.484755 0.709650 0.214 -0.230 -0.122 0.05
H 5.805144 0.948871 -0.464574 -0.204 0.190 -0.177 0.08
C -1.262170 1.001063 -2.638905 0.692 -1.159 -1.946 -0.28
H -4.998386 -2.207416 -1.528933 0.087 0.046 0.195 0.09
H -3.960243 -1.195238 -0.526787 0.011 -0.059 -0.094 0.06
H -0.056872 -2.718110 -5.205202 -0.193 0.053 0.157 0.09
C -0.277381 2.093838 -2.969060 -0.305 -0.890 0.315 -0.21
```
Positions in Å, forces in eV/Å.

Its expectation value of S² is 2.047. Its electronic energy is -234491.3590 eV. The multiplicity is 3. As for the HOMO energy (spin up / spin down): -12.55 / -13.53 eV. As for the charge: +2.